{"formula": "C36H48N9O15", "method": "ωB97M-V/def2-TZVPD", "homo_energy_ev": -7.119, "total_charge": -1, "e_tot_ev": -82202.904, "lumo_ev": 0.3, "max_force_ha_per_bohr": 0.271, "de_lowest_kj_mol": 28.5, "species": ["H", "O", "C", "H", "H", "H", "H", "H", "H", "C", "H", "C", "C", "O", "C", "C", "H", "O", "H", "H", "C", "C", "C", "O", "C", "C", "H", "C", "H", "C", "O", "H", "C", "N", "O", "H", "C", "H", "O", "H", "C", "H", "C", "O", "H", "N", "C", "O", "C", "H", "H", "O", "H", "C", "N", "O", "C", "H", "C", "N", "H", "H", "C", "H", "N", "C", "C", "H", "C", "H", "H", "H", "C", "N", "H", "H", "H", "H", "C", "H", "H", "O", "C", "H", "O", "O", "C", "H", "H", "H", "H", "H", "N", "H", "O", "H", "C", "C", "C", "C", "H", "H", "H", "H", "N", "N", "C", "C"], "xyz": [[3.014, 3.281, 1.403], [-2.345, 0.221, 6.485], [-2.237, -0.129, -4.450], [6.969, 1.770, 2.436], [3.711, 0.068, 5.516], [-1.975, -2.453, -0.716], [-1.230, 3.830, 1.907], [3.133, -5.809, -4.024], [2.354, -4.266, -4.018], [-0.725, 4.217, -0.681], [-6.644, 1.789, -0.795], [5.192, -5.015, -2.300], [-1.102, 2.906, 2.463], [-3.290, 2.900, -2.817], [6.205, 2.027, 1.522], [0.228, 3.420, -1.502], [0.066, 2.195, -1.531], [5.721, -5.670, -3.210], [5.618, -4.631, -1.428], [-0.548, -4.287, -3.451], [-2.594, -5.437, -2.223], [3.342, -3.631, -1.600], [-0.856, -3.677, -2.601], [-0.038, -0.234, -1.538], [3.776, -0.511, 3.422], [-4.619, -0.399, 0.823], [-1.196, -2.686, -2.830], [3.298, -4.741, -3.762], [-0.384, -0.460, 4.967], [-4.380, 1.819, -1.121], [0.049, -4.034, 3.406], [-4.505, -1.570, -2.779], [0.781, 6.292, -1.103], [-4.319, 2.860, -2.129], [-2.123, 6.115, 1.227], [-2.202, 1.240, -1.210], [3.304, -0.677, 4.773], [-1.910, -0.832, -5.046], [-2.250, 2.394, 6.789], [0.077, -3.898, -2.049], [2.197, -1.712, 5.134], [-1.839, -0.220, -3.581], [-0.438, 5.664, -0.319], [-5.220, 3.755, -2.108], [3.353, 1.669, 1.051], [0.665, -3.611, 4.421], [-1.495, 1.426, 4.730], [0.121, -3.698, 5.599], [1.468, 3.979, -1.956], [-2.411, 3.380, 4.221], [-4.986, -2.102, -4.194], [1.069, -1.673, -0.350], [4.502, 0.287, 3.269], [-5.614, 1.391, -0.659], [-2.153, 1.416, 6.024], [-5.837, 0.308, -4.613], [-5.704, 0.188, 0.361], [1.134, 7.285, -1.142], [4.835, 3.286, 3.235], [4.872, 2.750, 1.941], [0.255, 1.776, 1.119], [1.961, -3.064, 1.793], [-3.174, -0.061, 0.314], [-2.470, -0.667, 0.655], [-1.979, -4.173, -1.834], [1.738, -2.652, 4.143], [-0.214, 1.696, 2.058], [-6.725, 0.179, 0.703], [-1.732, 2.693, 3.910], [-2.039, -6.023, -2.935], [-1.612, 3.810, -0.425], [2.241, 3.240, -2.308], [-2.458, -3.415, -0.800], [3.906, -4.573, -2.513], [0.598, -0.119, 2.198], [-4.277, 1.207, -5.443], [3.836, -4.383, -4.663], [-3.608, -5.496, -2.773], [-4.636, 0.430, -4.849], [3.823, 2.655, 0.031], [2.623, 5.819, -2.037], [-1.118, 7.881, 0.540], [-0.605, 0.358, 4.243], [-3.541, -2.518, -3.695], [5.737, 3.281, 4.024], [-3.382, -3.825, -0.106], [1.828, 5.445, -1.728], [3.682, -2.585, -1.731], [1.643, -1.865, 5.999], [3.888, 3.628, 3.521], [-1.874, 0.771, -4.839], [-4.603, -1.200, 1.402], [-1.344, 6.557, 0.404], [-2.810, -6.206, -1.341], [1.823, 0.375, -0.604], [3.367, -1.160, 1.270], [3.192, -1.302, 2.256], [-4.322, -1.684, -3.689], [2.178, -2.477, 2.673], [3.765, 2.634, 1.079], [5.910, 0.960, 0.938], [6.724, 2.630, 0.844], [3.556, -3.704, -0.445], [2.278, -3.631, -1.411], [0.996, -0.512, -0.803], [-3.752, -0.426, -4.418], [-3.039, 1.108, -0.740], [-0.119, 0.525, 2.723]], "atomic_forces_ev_per_a": [[-1.4, 1.2, 0.4], [0.0, 3.3, -1.7], [-5.7, 1.0, -2.2], [-2.5, 0.8, -2.1], [-0.8, -1.2, -0.6], [0.4, 0.5, 0.2], [0.0, -0.3, 0.2], [0.2, 0.4, 0.4], [-0.4, 0.3, 1.5], [4.9, 4.0, -1.6], [1.4, 0.2, -0.7], [-1.8, -1.1, -4.9], [0.4, -5.1, 5.7], [-1.7, 0.0, 0.5], [-1.7, -3.1, 1.8], [-0.1, -0.3, 1.7], [0.3, 3.4, -0.3], [0.2, 0.6, 2.0], [1.0, 0.2, 1.8], [-1.3, 0.1, -0.6], [-2.3, -2.5, 1.4], [0.2, 1.9, 3.7], [0.8, -1.2, 0.6], [1.2, -0.1, 0.9], [-2.7, -2.2, -0.7], [5.3, 2.7, -3.4], [1.4, 0.8, -0.5], [-0.7, -1.5, -3.6], [-0.2, 0.5, -1.2], [1.5, -3.0, 1.1], [2.1, 0.3, 2.4], [-2.0, 1.7, 7.8], [0.4, -4.7, 0.8], [-0.1, 2.7, 0.2], [-0.1, -1.5, -1.4], [4.8, 1.1, -2.6], [-2.1, -1.7, -0.7], [2.2, -3.8, -3.0], [-0.2, -1.1, -2.6], [-0.3, 1.5, 0.4], [2.6, 0.4, -4.6], [2.3, -0.7, 5.9], [2.9, -1.4, -5.1], [2.2, -2.5, -0.5], [-0.8, -1.9, 1.0], [-4.7, 0.5, 0.5], [1.6, 1.9, -4.4], [2.9, 0.1, -3.5], [0.1, 1.5, 1.7], [-1.8, 2.0, 1.2], [-6.4, -2.8, -4.4], [0.7, 0.6, 0.2], [-0.1, -0.2, -0.2], [0.3, -2.5, 2.8], [1.1, -3.4, 4.1], [-0.1, 0.3, -0.3], [-0.8, 5.3, -3.2], [-0.7, 1.4, 0.8], [0.4, -1.6, -2.4], [4.4, -0.7, 1.2], [0.6, 0.0, -1.1], [-0.8, -0.4, 0.5], [-7.1, 6.7, -4.7], [3.5, -2.1, 1.1], [-0.8, -1.3, -0.5], [2.8, 2.6, -3.2], [-3.8, 4.3, 1.1], [0.0, -1.1, 0.3], [4.2, -3.7, -4.8], [1.1, 0.3, -0.1], [-2.7, -1.3, 1.2], [-0.9, 1.1, 0.0], [-1.2, -2.2, -0.5], [0.6, 0.6, 2.2], [-0.5, -0.6, 1.0], [0.9, 1.7, -1.0], [0.8, 0.0, 0.8], [1.1, 1.3, 1.0], [-2.6, -0.7, 0.9], [1.4, 1.4, -1.7], [7.0, 3.3, -2.8], [0.1, -4.8, -2.3], [-1.6, 2.7, -2.2], [-0.2, 1.3, -0.1], [1.2, 0.0, 0.5], [0.5, 0.8, -0.1], [-12.2, -5.7, 3.7], [-0.4, -0.3, -0.6], [-0.2, 0.4, 2.2], [-2.0, 0.9, 0.1], [-0.6, 1.8, -0.7], [-0.3, -3.3, 2.9], [1.1, 4.8, 3.5], [0.7, 2.0, -1.4], [0.8, -0.1, 0.6], [0.7, 0.5, -2.9], [-2.9, -2.9, 9.0], [10.2, 2.0, -4.3], [3.2, 3.9, 1.8], [-0.6, -0.8, 0.5], [0.7, 2.9, 1.7], [0.7, 0.9, -1.1], [0.7, -0.9, -2.0], [-0.5, -0.1, -1.2], [-2.8, -0.4, -1.7], [2.2, -1.9, 1.8], [-8.9, -4.4, 6.0], [0.2, -0.5, 4.6]], "mulliken_charge": [0.409, -0.542, -1.217, 0.247, 0.362, 0.260, 0.232, 0.330, 0.274, -0.453, 0.382, -0.035, -0.503, -0.536, -0.806, -0.073, -0.170, -0.616, 0.423, 0.280, -0.917, -0.740, -0.905, -0.635, -0.251, -1.253, 0.150, -0.886, 0.429, -0.445, -0.496, 0.468, -0.515, 1.060, -0.504, 1.468, -0.662, 0.773, -0.520, 0.477, -0.487, 0.156, -0.192, -0.608, 0.462, 0.885, 0.116, -0.559, -0.312, 0.542, 0.694, -0.455, 0.269, -0.504, 0.834, -0.659, -0.476, 0.394, -0.071, 0.127, 0.388, 0.374, -1.286, 1.397, 0.172, -0.137, -0.043, 0.369, -0.955, 0.360, 1.293, 0.387, 0.297, 0.194, -0.005, 0.536, 0.340, 0.262, -0.101, 0.524, 0.749, -0.569, -0.315, 0.245, -0.564, -0.683, -0.866, 0.459, 0.658, 0.456, 0.375, 0.609, 0.818, 0.257, -0.515, 0.893, -0.703, -1.415, -0.249, -1.369, 0.218, 0.397, 0.229, 0.022, 0.679, 0.184, -0.228, 0.361]}

=====

{"formula": "C6H8NO4S", "method": "ωB97M-V/def2-TZVPD", "homo_energy_ev": -3.874, "total_charge": -1, "e_tot_ev": -26863.221, "lumo_ev": 3.1, "max_force_ha_per_bohr": 0.094, "de_lowest_kj_mol": 498.8, "species": ["O", "C", "O", "C", "S", "H", "C", "C", "C", "O", "H", "N", "H", "O", "H", "H", "H", "H", "C", "H"], "xyz": [[-2.806, -1.454, -1.100], [2.439, -0.575, -0.787], [-0.095, 2.454, -1.763], [1.552, -1.012, 0.055], [-3.150, -0.691, 0.110], [1.773, -1.976, 0.683], [-1.912, 0.832, 0.047], [-0.516, 0.495, -0.555], [-2.247, 1.931, 0.704], [0.724, 2.242, 0.164], [-0.705, -0.022, -1.602], [0.153, 1.722, -0.797], [-1.507, 2.813, 0.663], [-4.404, 0.073, -0.043], [-3.202, 2.000, 1.097], [3.355, -1.198, -1.007], [0.250, 0.499, 1.230], [2.244, 0.251, -1.472], [0.242, -0.321, 0.487], [-0.368, -1.102, 0.866]], "atomic_forces_ev_per_a": [[0.6, -0.3, -0.5], [1.8, -0.7, -2.0], [0.1, -1.8, -0.4], [-1.2, -1.0, 3.3], [0.2, 0.9, 0.2], [-0.3, 1.9, -1.3], [0.4, -1.0, 0.1], [-2.3, -2.9, -2.2], [3.3, 0.8, -1.8], [0.7, -0.6, 0.0], [0.4, 0.9, 2.1], [0.1, 4.8, 0.4], [-1.4, -1.1, 0.5], [-0.4, 0.0, 0.3], [-1.7, 0.4, 0.8], [-1.0, 0.9, 0.3], [1.1, -1.1, 0.5], [0.2, 0.1, 0.4], [0.6, 0.4, -0.8], [-1.0, -0.5, 0.2]], "nbo_charge": [-1.047, -0.420, -0.403, -0.149, 1.517, 0.192, -0.199, -0.178, -0.444, -0.426, 0.272, 0.499, 0.188, -1.040, 0.226, 0.193, 0.266, 0.197, -0.477, 0.233]}

=====

{"formula": "C2H9N2S", "method": "ωB97M-V/def2-TZVPD", "homo_energy_ev": -2.695, "total_charge": -1, "e_tot_ev": -16036.555, "lumo_ev": 4.2, "max_force_ha_per_bohr": 0.013, "de_lowest_kj_mol": 0.0, "species": ["H", "H", "N", "C", "H", "H", "H", "N", "H", "S", "C", "H", "H", "H"], "xyz": [[-0.540, 0.172, 1.444], [1.844, 0.143, -0.008], [-2.144, 1.766, -2.401], [-0.271, -0.772, 0.943], [-2.301, 1.284, -3.278], [-1.373, 2.402, -2.576], [1.246, -1.241, 2.450], [2.154, -0.116, 0.931], [-0.976, -1.516, 1.332], [-0.437, -0.678, -0.836], [1.162, -1.115, 1.361], [1.973, 0.710, 1.494], [-1.769, 1.037, -1.766], [1.432, -2.074, 0.911]], "atomic_forces_ev_per_a": [[0.0, 0.0, -0.1], [0.1, 0.0, -0.1], [0.0, -0.1, 0.2], [0.0, 0.0, 0.7], [0.0, 0.0, -0.1], [0.0, -0.1, 0.0], [0.0, 0.1, 0.0], [-0.3, 0.0, 0.2], [0.2, -0.1, 0.1], [0.0, 0.1, -0.6], [0.0, -0.3, 0.0], [0.1, 0.1, 0.0], [0.0, 0.3, -0.2], [0.0, 0.0, 0.0]], "nbo_charge": [0.161, 0.378, -1.115, -0.548, 0.334, 0.336, 0.152, -0.858, 0.178, -0.701, -0.225, 0.323, 0.409, 0.175]}

=====

{"formula": "C4H9N2O2", "method": "ωB97M-V/def2-TZVPD", "homo_energy_ev": -2.388, "total_charge": -1, "e_tot_ev": -11366.368, "lumo_ev": 3.4, "max_force_ha_per_bohr": 0.084, "de_lowest_kj_mol": 462.9, "species": ["C", "C", "H", "C", "H", "C", "N", "H", "H", "H", "H", "O", "H", "N", "H", "H", "O"], "xyz": [[0.953, -0.502, 0.254], [2.349, -1.097, 0.076], [2.824, -0.730, -0.883], [-0.151, -0.824, -0.740], [-1.862, -1.016, 0.541], [-1.752, 0.885, -0.026], [-1.529, -0.509, -0.268], [-0.192, -1.891, -0.984], [-2.082, 0.849, -1.763], [2.186, -2.176, -0.237], [-0.755, 1.537, -0.673], [-1.891, 1.299, 1.085], [-0.021, -0.315, -1.695], [-1.657, 1.640, -1.299], [1.013, 0.592, 0.394], [0.558, -0.813, 1.234], [3.165, -0.798, 1.093]], "atomic_forces_ev_per_a": [[-1.2, 0.5, 0.6], [1.1, 0.4, -0.8], [-0.6, 0.3, -0.3], [-0.2, -0.9, -0.3], [0.7, -0.1, 0.2], [-1.9, -2.5, 0.8], [-0.7, 1.1, -0.3], [0.3, 0.0, 0.1], [1.6, -0.3, -1.5], [0.0, -0.2, 0.7], [1.3, 1.1, -4.0], [-0.5, 1.1, 0.8], [0.1, 0.0, 0.0], [-0.2, 0.4, 4.0], [0.3, -0.1, -0.3], [0.3, -0.3, 0.0], [-0.2, -0.6, 0.3]], "nbo_charge": [-0.454, 0.000, 0.065, -0.223, 0.382, 0.680, -0.696, 0.192, 0.393, 0.049, 0.428, -0.579, 0.184, -0.844, 0.175, 0.190, -0.943]}

=====

{"formula": "C3H4F2O2S", "method": "ωB97M-V/def2-TZVPD", "homo_energy_ev": -10.240, "smiles": "CS(=O)(=O)/C(F)=C\\F", "e_tot_ev": -23538.118, "lumo_ev": 0.7, "max_force_ha_per_bohr": 0.061, "de_lowest_kj_mol": 140.8, "species": ["F", "H", "O", "H", "O", "F", "S", "H", "C", "H", "C", "C"], "xyz": [[-0.071, -1.708, 0.632], [-1.853, -0.388, 0.445], [-0.050, 1.552, 1.422], [-2.011, 0.086, -1.160], [0.409, 1.672, -1.005], [2.859, -0.274, -0.541], [-0.163, 0.956, 0.106], [-2.268, 1.461, 0.120], [0.730, -0.706, 0.206], [2.277, -2.060, -0.062], [1.985, -1.079, -0.044], [-1.846, 0.489, -0.119]], "atomic_forces_ev_per_a": [[-0.4, 0.0, 0.2], [-1.2, -0.9, 1.9], [-0.5, -0.6, -0.8], [0.1, 1.1, 0.8], [-0.5, -0.4, 0.1], [1.5, 1.5, -0.5], [2.7, -0.1, 0.6], [-1.0, -0.6, 0.3], [-0.3, 0.3, 0.0], [0.6, -2.4, 0.5], [-2.5, 1.8, -0.3], [1.5, 0.2, -2.7]], "nbo_charge": [-0.332, 0.262, -0.916, 0.256, -0.909, -0.285, 2.119, 0.274, 0.017, 0.176, 0.209, -0.871]}